1.
Formula: C23H41Cl18FN2O4S
Source: the OMol25 dataset
Level of theory: ωB97M-V/def2-TZVPD

The value obtained for the highest occupied orbital energy is -8.23 eV. The lowest unoccupied orbital energy comes out at 0.31 eV.

Each line ends with the Löwdin charge.
Element x y z (Å)
C (-4.13, -0.28, 0.55)  -0.11
C (-3.72, -0.26, -1.00)  -0.26
C (-2.69, -1.44, -1.38)  -0.15
C (-1.69, -0.82, -2.44)  -0.17
O (-0.33, -1.34, -2.35)  -0.14
N (0.61, -0.36, -2.47)  -0.24
C (1.88, -0.72, -1.77)  -0.18
C (1.93, -0.31, -0.25)  -0.13
C (0.84, -0.99, 0.68)  -0.22
N (0.22, -0.06, 1.66)  -0.05
C (-0.83, 0.80, 1.06)  -0.15
C (-0.21, 2.24, 0.79)  -0.14
C (0.01, 2.67, -0.63)  -0.03
C (0.62, 3.98, -0.91)  -0.07
C (1.00, 4.83, 0.24)  -0.09
C (0.78, 4.44, 1.64)  -0.19
C (0.14, 3.07, 1.95)  -0.44
O (-0.11, 2.60, 3.25)  -0.09
S (1.06, -0.11, -4.14)  0.66
O (2.08, -1.08, -4.56)  -0.38
O (-0.08, -0.21, -5.03)  -0.35
F (1.61, 1.46, -4.18)  -0.27
H (-3.54, -1.06, 1.11)  0.07
H (-3.85, 0.72, 1.00)  0.05
H (-5.25, -0.38, 0.70)  0.07
H (-4.66, -0.30, -1.62)  0.10
H (-3.28, 0.76, -1.19)  0.05
H (-3.32, -2.24, -1.87)  0.12
H (-2.17, -1.85, -0.48)  0.10
H (-1.63, 0.30, -2.44)  0.11
H (-2.07, -1.12, -3.47)  0.13
H (2.70, -0.13, -2.28)  0.12
H (2.12, -1.81, -1.90)  0.14
H (2.94, -0.67, 0.13)  0.12
H (1.97, 0.81, -0.14)  0.11
H (1.35, -1.78, 1.31)  0.04
H (0.01, -1.52, 0.14)  0.10
H (0.92, 0.49, 2.16)  0.08
H (-1.20, 0.43, 0.07)  0.10
H (-1.70, 0.93, 1.77)  0.10
H (-0.28, 1.94, -1.44)  0.08
H (0.78, 4.25, -1.98)  0.09
H (1.48, 5.81, 0.03)  0.10
H (1.08, 5.10, 2.50)  0.09
H (-1.06, 2.74, 3.45)  0.06
C (0.99, -4.12, 3.81)  -1.02
Cl (1.26, -4.13, 2.07)  0.56
Cl (-0.63, -3.52, 4.21)  0.49
H (1.10, -5.13, 4.20)  0.02
H (1.73, -3.46, 4.28)  -0.06
C (4.01, 2.35, 3.04)  -0.94
Cl (2.43, 3.12, 2.77)  0.79
Cl (3.84, 0.79, 3.86)  0.50
H (4.49, 2.19, 2.07)  0.03
H (4.63, 3.00, 3.65)  0.03
C (1.92, -3.68, 7.68)  -1.01
Cl (2.79, -3.67, 9.21)  0.52
Cl (2.97, -3.21, 6.33)  0.55
H (1.54, -4.68, 7.49)  0.02
H (1.09, -2.97, 7.74)  0.03
C (-3.52, -5.46, 6.27)  -1.01
Cl (-3.95, -4.00, 5.38)  0.50
Cl (-1.77, -5.57, 6.52)  0.48
H (-4.01, -5.43, 7.24)  0.03
H (-3.85, -6.33, 5.71)  0.03
C (3.20, 1.17, -7.32)  -0.93
Cl (3.07, 0.84, -9.05)  0.52
Cl (1.85, 0.46, -6.42)  0.74
H (4.13, 0.75, -6.94)  0.04
H (3.20, 2.25, -7.16)  0.03
C (-3.61, 4.55, 3.27)  -1.01
Cl (-2.83, 4.35, 1.70)  0.56
Cl (-3.80, 3.00, 4.09)  0.53
H (-3.01, 5.21, 3.88)  0.03
H (-4.60, 4.99, 3.12)  -0.01
C (-6.23, 3.96, -0.89)  -1.00
Cl (-6.14, 4.58, 0.77)  0.52
Cl (-4.74, 3.15, -1.36)  0.54
H (-7.05, 3.26, -0.96)  0.03
H (-6.41, 4.80, -1.56)  0.03
C (2.53, -7.48, 0.92)  -1.05
Cl (1.66, -7.95, 2.38)  0.49
Cl (2.62, -8.83, -0.23)  0.50
H (2.01, -6.65, 0.45)  0.00
H (3.54, -7.19, 1.19)  0.03
C (4.55, 2.93, -11.89)  -1.05
Cl (4.05, 4.41, -12.71)  0.50
Cl (6.30, 2.84, -11.71)  0.49
H (4.09, 2.91, -10.90)  -0.02
H (4.21, 2.07, -12.46)  0.03

2.
Formula: C23H41F5OP2ReTe
Source: the OMol25 dataset
Level of theory: ωB97M-V/def2-TZVPD

For the energy relative to the best compared isomer or geometry (same formula, charge and spin), the calculation gives 2.9900 eV. As for the charge: +2. As for the spin multiplicity: 4. The value obtained for the highest occupied orbital energy (spin up / spin down) is -14.27 / -14.26 eV. The lowest unoccupied orbital energy (spin up / spin down) comes out at -7.83 / -8.65 eV.

Each line ends with the Löwdin charge.
Element x y z (Å)
Re (-0.20, 0.64, -1.29)  1.40
C (1.42, -0.37, -2.36)  -0.33
C (0.49, 0.20, -3.30)  -0.36
C (1.59, 1.92, -2.29)  -0.20
C (2.13, 0.72, -1.76)  -0.23
C (0.55, 1.61, -3.21)  -0.28
C (1.63, -1.83, -2.25)  0.00
H (0.78, -2.35, -2.69)  0.08
H (1.68, -2.15, -1.20)  0.06
H (2.56, -2.19, -2.74)  0.12
C (3.30, 0.66, -0.85)  0.02
H (3.20, -0.21, -0.21)  0.08
H (3.34, 1.58, -0.26)  0.07
H (4.29, 0.53, -1.34)  0.13
C (1.79, 3.33, -1.85)  0.01
H (2.71, 3.82, -2.22)  0.13
H (1.85, 3.42, -0.76)  0.07
H (0.96, 3.97, -2.18)  0.10
C (-0.12, 2.57, -4.16)  0.01
H (-0.40, 2.05, -5.09)  0.11
H (0.52, 3.44, -4.39)  0.12
H (-1.04, 3.00, -3.73)  0.06
C (-0.30, -0.53, -4.32)  0.00
H (-0.02, -0.19, -5.31)  0.11
H (-1.37, -0.34, -4.22)  0.09
H (-0.14, -1.61, -4.27)  0.09
C (2.26, -3.01, 3.73)  -0.05
C (2.43, -2.85, 2.37)  -0.08
C (1.32, -3.11, 1.40)  -0.15
C (0.60, -1.77, 1.23)  -0.20
C (0.38, -1.27, 2.60)  -0.01
C (-0.49, -1.30, 3.63)  0.09
C (0.31, -1.74, 4.85)  -0.11
C (0.95, -3.09, 4.50)  -0.17
H (0.57, -3.78, 1.83)  0.13
H (-0.38, -1.85, 0.76)  0.01
H (1.74, -3.58, 0.52)  0.12
H (0.21, -3.65, 3.94)  0.11
H (3.15, -3.27, 4.35)  0.14
H (3.45, -2.71, 1.99)  0.13
H (1.18, -3.63, 5.43)  0.13
H (1.13, -1.02, 5.02)  0.15
H (-1.41, -0.80, 3.71)  0.14
H (-0.30, -1.80, 5.76)  0.14
H (1.21, -0.99, 0.75)  0.09
H (1.26, -0.68, 2.82)  0.13
P (-2.42, -1.11, -0.33)  0.91
C (-3.13, -1.78, 1.30)  -0.23
C (-3.84, -2.01, -1.29)  -0.24
P (-2.06, 1.67, -0.70)  0.66
C (-3.34, 0.50, -0.08)  -0.49
C (-2.53, 1.96, -2.45)  -0.20
C (-2.42, 3.16, 0.30)  -0.16
H (-3.53, -0.95, 1.90)  0.05
H (-2.35, -2.24, 1.91)  0.01
H (-3.94, -2.53, 1.19)  0.07
H (-4.81, -2.06, -0.77)  0.07
H (-3.50, -3.05, -1.43)  0.05
H (-3.92, -1.58, -2.30)  0.03
H (-3.22, 2.88, 0.99)  0.06
H (-2.61, 4.13, -0.22)  0.09
H (-1.51, 3.36, 0.89)  0.05
H (-3.39, 0.76, 1.00)  0.05
H (-4.29, 0.65, -0.63)  0.09
H (-2.72, 3.05, -2.56)  0.08
H (-3.35, 1.30, -2.77)  0.08
H (-1.73, 1.70, -3.16)  -0.02
F (3.44, 3.17, 1.28)  -0.54
Te (1.98, 2.77, 2.58)  1.94
F (0.79, 1.83, 3.88)  -0.56
F (2.73, 3.95, 3.96)  -0.52
F (1.60, 1.13, 1.49)  -0.56
F (3.29, 1.50, 3.31)  -0.45
O (0.05, 2.03, -0.17)  -0.49

3.
Formula: C23H41FGdP2
Source: the OMol25 dataset
Level of theory: ωB97M-V/def2-TZVPD

For the energy relative to the best compared isomer or geometry (same formula, charge and spin), the calculation gives 6.3172 eV. As for the charge: +1. As for the spin multiplicity: 8. The value obtained for the highest occupied orbital energy (spin up / spin down) is -9.17 / -9.05 eV. The lowest unoccupied orbital energy (spin up / spin down) comes out at -3.15 / -4.80 eV.

Each line ends with the Löwdin charge.
Element x y z (Å)
Gd (-2.19, 1.93, -1.87)  1.47
C (1.54, 0.64, 0.82)  -0.19
C (0.34, 0.56, 1.60)  -0.21
C (0.79, -1.54, 0.78)  -0.16
C (1.81, -0.67, 0.32)  -0.21
C (-0.11, -0.79, 1.58)  -0.20
C (2.34, 1.86, 0.61)  -0.03
H (1.71, 2.71, 0.32)  0.05
H (3.09, 1.69, -0.18)  0.07
H (2.88, 2.14, 1.53)  0.10
C (2.94, -1.05, -0.54)  -0.05
H (3.70, -0.27, -0.56)  0.07
H (2.62, -1.24, -1.58)  0.09
H (3.41, -1.98, -0.18)  0.08
C (0.71, -2.98, 0.48)  -0.01
H (1.69, -3.46, 0.59)  0.09
H (0.37, -3.16, -0.55)  0.11
H (0.00, -3.48, 1.15)  0.07
C (-1.31, -1.29, 2.27)  -0.05
H (-1.18, -1.26, 3.37)  0.09
H (-1.51, -2.33, 1.99)  0.07
H (-2.20, -0.70, 2.03)  0.03
C (-0.30, 1.66, 2.34)  -0.04
H (-0.14, 1.57, 3.43)  0.10
H (-1.39, 1.67, 2.17)  0.06
H (0.10, 2.64, 2.02)  0.07
C (-2.74, 3.36, -3.37)  -0.35
C (-2.18, 4.50, -2.54)  -0.45
C (-3.25, 5.25, -1.68)  -0.14
C (-4.13, 4.40, -0.76)  -0.16
C (-3.62, 3.00, -0.30)  -0.29
C (-4.38, 1.80, -0.98)  -0.50
C (-4.55, 1.71, -2.56)  -0.24
C (-4.19, 2.96, -3.43)  -0.20
H (-3.90, 5.81, -2.37)  0.13
H (-5.13, 4.27, -1.21)  0.12
H (-2.73, 6.02, -1.08)  0.12
H (-4.89, 3.78, -3.21)  0.12
H (-2.12, 3.08, -4.24)  0.13
H (-1.92, 5.22, -3.35)  0.12
H (-4.40, 2.68, -4.48)  0.14
H (-4.04, 0.80, -2.97)  0.11
H (-5.41, 1.95, -0.64)  0.10
H (-5.62, 1.51, -2.72)  0.12
H (-4.31, 4.97, 0.16)  0.13
H (-3.93, 2.90, 0.75)  0.10
P (0.49, 5.65, -2.13)  0.91
C (1.94, 4.66, -2.72)  -0.29
C (0.99, 5.83, -0.36)  -0.31
P (-4.47, 0.10, 0.14)  0.93
C (-0.80, 4.33, -1.85)  -0.27
C (-5.33, 0.72, 1.64)  -0.30
C (-5.82, -0.79, -0.72)  -0.28
H (1.81, 3.60, -2.47)  0.03
H (2.86, 5.06, -2.27)  0.05
H (2.01, 4.78, -3.81)  0.03
H (0.10, 6.09, 0.23)  0.04
H (1.70, 6.66, -0.31)  0.04
H (1.45, 4.92, 0.04)  0.03
H (-6.31, -0.21, -1.50)  0.04
H (-6.55, -1.14, 0.02)  0.05
H (-5.34, -1.67, -1.18)  0.05
H (-0.91, 4.20, -0.75)  0.04
H (-2.50, 3.01, -0.10)  0.07
H (-5.30, -0.12, 2.35)  0.05
H (-6.38, 0.99, 1.46)  0.05
H (-4.79, 1.56, 2.10)  0.03
F (-1.42, 0.08, -2.41)  -0.57

4.
Formula: C23H41FHfP2
Source: the OMol25 dataset
Level of theory: ωB97M-V/def2-TZVPD

For the energy relative to the best compared isomer or geometry (same formula, charge and spin), the calculation gives 0.0000 eV. As for the charge: +2. The value obtained for the highest occupied orbital energy is -13.58 eV. The lowest unoccupied orbital energy comes out at -6.69 eV.

Each line ends with the Löwdin charge.
Element x y z (Å)
Hf (0.51, -0.14, 1.95)  1.84
C (-1.39, -0.81, 3.33)  -0.29
C (-1.01, -1.89, 2.46)  -0.30
C (0.82, -1.36, 3.82)  -0.33
C (-0.27, -0.48, 4.16)  -0.30
C (0.38, -2.23, 2.74)  -0.34
C (-2.79, -0.35, 3.58)  -0.02
H (-3.40, -0.39, 2.67)  0.08
H (-2.80, 0.69, 3.95)  0.09
H (-3.27, -0.98, 4.34)  0.12
C (-0.28, 0.45, 5.32)  0.00
H (-1.05, 1.22, 5.20)  0.09
H (0.70, 0.95, 5.41)  0.09
H (-0.47, -0.08, 6.27)  0.12
C (2.13, -1.40, 4.51)  -0.02
H (2.06, -1.97, 5.44)  0.12
H (2.47, -0.38, 4.78)  0.09
H (2.90, -1.85, 3.89)  0.09
C (1.08, -3.46, 2.27)  -0.01
H (0.66, -4.34, 2.77)  0.12
H (2.16, -3.41, 2.50)  0.09
H (0.98, -3.59, 1.18)  0.09
C (-1.94, -2.77, 1.71)  -0.01
H (-2.08, -3.71, 2.26)  0.11
H (-1.57, -3.02, 0.71)  0.08
H (-2.93, -2.31, 1.59)  0.09
C (-0.53, 2.50, 0.67)  -0.09
C (-1.56, 1.63, 0.88)  -0.13
C (-2.10, 0.61, -0.12)  -0.17
C (-1.10, -0.30, -0.88)  -0.30
C (0.35, -0.44, -0.43)  -0.34
C (1.50, 0.36, -1.19)  -0.42
C (1.56, 1.89, -0.86)  -0.17
C (0.22, 2.64, -0.62)  -0.20
H (-2.72, 1.15, -0.87)  0.13
H (-1.15, 0.00, -1.95)  0.00
H (-2.82, -0.05, 0.40)  0.10
H (-0.48, 2.35, -1.44)  0.01
H (-0.23, 3.18, 1.48)  0.13
H (-2.19, 1.74, 1.78)  0.11
H (0.45, 3.71, -0.75)  0.14
H (2.18, 2.04, 0.03)  0.10
H (2.43, -0.06, -0.75)  0.11
H (2.12, 2.42, -1.66)  0.11
H (-1.52, -1.32, -0.92)  0.10
H (0.61, -1.52, -0.41)  0.07
P (-0.70, 1.60, -3.43)  0.85
C (-0.71, 3.37, -3.91)  -0.25
C (-1.74, 0.91, -4.78)  -0.25
P (1.67, -0.19, -2.90)  0.91
C (1.00, 1.13, -3.94)  -0.45
C (0.72, -1.62, -3.44)  -0.14
C (3.40, -0.30, -3.43)  -0.15
H (0.21, 3.87, -3.58)  0.05
H (-1.58, 3.86, -3.44)  0.06
H (-0.81, 3.43, -4.99)  0.05
H (-1.48, 1.44, -5.70)  0.05
H (-2.79, 1.09, -4.53)  0.06
H (-1.58, -0.17, -4.90)  0.04
H (3.46, 0.05, -4.47)  0.08
H (3.77, -1.33, -3.38)  0.07
H (4.05, 0.34, -2.81)  0.08
H (1.67, 2.01, -3.92)  0.08
H (0.96, 0.76, -4.97)  0.08
H (1.35, -2.52, -3.40)  0.07
H (0.41, -1.48, -4.49)  0.07
H (-0.17, -1.81, -2.84)  0.06
F (2.24, 0.65, 2.05)  -0.36

5.
Formula: C23H41LuN2P3S
Source: the OMol25 dataset
Level of theory: ωB97M-V/def2-TZVPD

For the energy relative to the best compared isomer or geometry (same formula, charge and spin), the calculation gives 3.4772 eV. As for the charge: +3. The value obtained for the highest occupied orbital energy (spin up / spin down) is -15.53 / -15.54 eV. The lowest unoccupied orbital energy (spin up / spin down) comes out at -11.86 / -13.05 eV.

Each line ends with the Löwdin charge.
Element x y z (Å)
Lu (0.20, -0.46, 0.00)  0.97
P (2.05, 1.25, 0.95)  0.65
P (-1.51, 0.35, 1.99)  0.68
P (-1.06, 1.82, -1.35)  0.79
H (0.73, -5.56, -8.09)  0.06
C (0.94, -4.56, -8.49)  -0.10
C (2.19, -4.08, -8.59)  -0.08
H (3.06, -4.68, -8.27)  0.06
C (3.26, 0.06, 1.62)  -0.24
C (1.66, 2.35, 2.31)  -0.23
C (2.96, 2.21, -0.26)  -0.24
C (-3.03, -0.57, 1.69)  -0.23
C (-0.89, -0.20, 3.59)  -0.24
C (-1.91, 2.06, 2.36)  -0.24
C (-0.56, 1.95, -3.10)  -0.26
C (-1.01, 3.55, -0.82)  -0.20
C (-2.85, 1.44, -1.44)  -0.25
H (0.07, -3.98, -8.84)  0.06
H (2.39, -3.10, -9.03)  0.06
H (3.34, -0.82, 0.97)  0.06
H (2.94, -0.22, 2.62)  0.04
H (4.20, 0.61, 1.66)  0.08
H (1.13, 1.82, 3.11)  0.04
H (1.05, 3.18, 1.93)  0.05
H (2.64, 2.68, 2.63)  0.08
H (3.45, 1.54, -0.97)  0.05
H (3.67, 2.76, 0.35)  0.07
H (2.27, 2.88, -0.79)  0.04
H (-3.63, -0.36, 2.59)  0.08
H (-2.82, -1.64, 1.59)  0.02
H (-3.50, -0.20, 0.78)  0.04
H (-1.62, 0.11, 4.33)  0.08
H (0.15, 0.06, 3.77)  0.05
H (-0.95, -1.28, 3.58)  0.00
H (-2.46, 1.95, 3.30)  0.07
H (-2.53, 2.45, 1.55)  0.04
H (-0.99, 2.63, 2.49)  0.03
H (-1.15, 2.77, -3.51)  0.08
H (-0.76, 1.01, -3.63)  0.04
H (0.52, 2.15, -3.16)  0.04
H (-1.85, 4.01, -1.35)  0.09
H (-0.05, 3.97, -1.14)  0.06
H (-1.13, 3.63, 0.26)  0.03
H (-3.25, 2.06, -2.25)  0.07
H (-3.32, 1.69, -0.47)  0.04
H (-3.01, 0.37, -1.65)  0.03
C (0.61, -1.46, -3.27)  -0.63
C (-0.76, -1.78, -3.31)  -0.09
C (-1.20, -2.73, -4.22)  0.00
C (-0.29, -3.34, -5.10)  0.04
C (1.06, -2.99, -5.06)  0.00
C (1.52, -2.05, -4.16)  -0.08
S (1.40, -0.31, -2.25)  0.69
H (-1.49, -1.00, -0.67)  -0.01
H (-1.47, -1.31, -2.63)  0.05
H (-2.25, -3.00, -4.25)  0.14
H (-0.63, -4.08, -5.82)  0.13
H (1.78, -3.45, -5.73)  0.11
H (2.56, -1.75, -4.09)  0.12
N (2.73, -1.33, 5.70)  0.22
C (2.05, -1.87, 4.95)  -0.15
C (1.12, -2.49, 4.01)  -0.18
C (0.02, -3.19, 4.52)  0.03
C (-0.96, -3.57, 3.63)  -0.02
C (-0.92, -3.15, 2.31)  -0.12
N (0.16, -2.45, 1.83)  -0.03
C (1.20, -2.23, 2.64)  -0.12
H (-0.12, -3.31, 5.59)  0.16
H (-1.85, -4.10, 3.95)  0.14
H (-1.74, -3.35, 1.59)  0.13
H (2.10, -1.81, 2.24)  0.07

6.
Formula: C23H41N2O4S
Source: the OMol25 dataset
Level of theory: ωB97M-V/def2-TZVPD

As for the charge: +1. The value obtained for the highest occupied orbital energy is -12.60 eV. The lowest unoccupied orbital energy comes out at -3.45 eV.

Each line ends with the Löwdin charge.
Element x y z (Å)
C (-6.91, 3.00, 3.19)  -0.11
C (-7.17, 1.99, 2.07)  -0.27
C (-6.33, 2.27, 0.83)  -0.23
C (-6.29, 1.15, -0.21)  -0.21
C (-5.65, -0.16, 0.28)  -0.21
C (-4.12, -0.08, 0.33)  -0.20
C (-3.46, -0.45, -1.01)  -0.20
C (-2.18, 0.33, -1.32)  -0.24
C (-0.96, -0.38, -0.74)  -0.34
S (0.55, 0.49, -1.17)  1.13
N (0.62, 0.13, -2.79)  -0.17
C (1.80, -0.49, -0.35)  -0.35
C (1.57, -0.60, 1.16)  -0.23
C (2.88, -0.90, 1.89)  -0.19
C (2.92, -0.35, 3.32)  -0.18
C (2.78, 1.16, 3.39)  -0.16
C (3.95, 1.89, 2.74)  -0.14
O (3.56, 3.16, 2.19)  0.02
C (2.94, 3.12, 1.01)  -0.51
C (2.65, 4.50, 0.49)  0.04
O (2.64, 2.08, 0.45)  0.05
H (-6.76, 4.00, 2.77)  0.07
H (-6.01, 2.75, 3.76)  0.07
H (-7.74, 3.06, 3.88)  0.07
H (-8.22, 2.01, 1.80)  0.11
H (-6.98, 0.98, 2.44)  0.09
H (-6.74, 3.16, 0.34)  0.11
H (-5.31, 2.54, 1.13)  0.10
H (-7.29, 0.96, -0.59)  0.11
H (-5.70, 1.50, -1.06)  0.11
H (-5.93, -0.96, -0.41)  0.11
H (-6.05, -0.44, 1.25)  0.10
H (-3.82, 0.94, 0.61)  0.10
H (-3.75, -0.74, 1.12)  0.11
H (-3.23, -1.52, -0.99)  0.12
H (-4.17, -0.30, -1.83)  0.11
H (-2.24, 1.33, -0.88)  0.11
H (-2.05, 0.44, -2.39)  0.10
H (-0.86, -1.40, -1.13)  0.11
H (-0.98, -0.43, 0.35)  0.10
H (1.24, 0.78, -3.26)  0.08
H (0.92, -0.82, -3.00)  0.03
H (2.74, 0.04, -0.54)  0.09
H (1.79, -1.46, -0.85)  0.07
H (0.84, -1.39, 1.36)  0.12
H (1.15, 0.34, 1.52)  0.09
H (3.71, -0.49, 1.32)  0.10
H (3.04, -1.98, 1.92)  0.12
H (3.88, -0.65, 3.77)  0.12
H (2.14, -0.82, 3.92)  0.12
H (1.86, 1.48, 2.90)  0.10
H (2.70, 1.48, 4.43)  0.12
H (4.73, 2.11, 3.46)  0.14
H (4.39, 1.30, 1.93)  0.12
H (1.74, 4.87, 0.95)  0.10
H (3.46, 5.18, 0.73)  0.10
H (2.49, 4.45, -0.59)  0.09
C (6.37, -4.70, -3.52)  -0.05
C (5.56, -5.06, -2.45)  -0.05
C (4.32, -4.48, -2.29)  0.01
C (3.92, -3.53, -3.21)  -0.15
C (4.71, -3.14, -4.29)  0.01
C (5.95, -3.74, -4.43)  -0.05
N (2.61, -2.90, -3.05)  -0.32
O (1.92, -3.22, -2.09)  0.05
O (2.25, -2.08, -3.88)  0.05
H (7.34, -5.16, -3.64)  0.12
H (5.90, -5.81, -1.75)  0.11
H (3.67, -4.75, -1.47)  0.12
H (4.35, -2.40, -4.99)  0.12
H (6.58, -3.46, -5.26)  0.12